This record from OMol25 describes 10 unconnected molecules or ions with the total composition C40H110N10O10 in a non-equilibrium geometry. The level of theory is ωB97M-V/def2-TZVPD.

Computed properties:
- relative energy (zero: lowest compared OMol25 entry of this formula, charge and spin) (kJ/mol) = 58.13
- HOMO energy (spin up / spin down) (eV) = -10.60 / -10.60
- net charge = +1
- spin multiplicity = 2
- E_tot (Eh) = -2889.38040
- LUMO level (spin up / spin down) (eV) = -1.90 / -7.29
- Kohn-Sham gap (spin up / spin down) (eV) = 8.70 / 3.31

Each line ends with the Mulliken charge.
Geometry (Å):
C: -7.237 -17.870 -15.348  -0.910
C: -7.683 -16.881 -14.287  0.484
C: -7.923 -17.578 -12.905  -0.977
O: -8.369 -16.652 -11.936  -0.315
C: -9.003 -17.250 -10.814  -0.756
N: -6.791 -15.809 -14.324  -0.561
H: -6.218 -18.191 -15.132  0.319
H: -7.258 -17.429 -16.345  -0.243
H: -7.786 -18.808 -15.263  0.484
H: -8.624 -16.417 -14.583  0.191
H: -7.024 -18.097 -12.575  0.401
H: -8.625 -18.402 -13.036  0.453
H: -8.360 -17.955 -10.287  0.311
H: -9.889 -17.794 -11.139  0.314
H: -9.242 -16.479 -10.081  0.258
H: -5.916 -16.095 -13.908  0.244
H: -7.264 -15.205 -13.668  0.346
C: -9.511 -13.671 -22.834  -1.679
C: -8.335 -13.007 -22.107  0.873
C: -8.723 -12.125 -20.943  -0.258
O: -7.566 -11.427 -20.464  -0.162
C: -7.801 -10.430 -19.523  -0.864
N: -7.481 -14.083 -21.612  0.130
H: -10.229 -14.118 -22.145  0.142
H: -9.111 -14.378 -23.561  0.443
H: -10.109 -12.989 -23.438  0.514
H: -7.880 -12.255 -22.753  0.455
H: -9.059 -12.737 -20.105  -0.608
H: -9.403 -11.343 -21.279  0.764
H: -8.369 -9.627 -19.991  0.347
H: -6.815 -10.162 -19.143  0.299
H: -8.485 -10.719 -18.725  0.238
H: -6.963 -13.581 -20.905  -0.149
H: -8.096 -14.634 -21.030  -0.058
C: -5.073 -11.415 -23.907  -1.453
C: -4.418 -12.753 -23.415  0.210
C: -3.822 -12.556 -21.994  -0.291
O: -2.996 -13.724 -21.754  -0.372
C: -2.304 -13.732 -20.487  -0.586
N: -5.452 -13.775 -23.598  -0.652
H: -5.401 -11.647 -24.921  0.419
H: -4.357 -10.626 -24.134  0.472
H: -5.888 -10.999 -23.315  0.216
H: -3.523 -12.950 -24.005  0.494
H: -4.683 -12.415 -21.340  -0.094
H: -3.241 -11.644 -21.858  0.510
H: -1.526 -12.987 -20.320  0.402
H: -1.801 -14.693 -20.374  0.289
H: -3.044 -13.700 -19.687  0.052
H: -6.219 -13.666 -22.950  0.133
H: -5.125 -14.682 -23.297  0.314
C: -2.249 -18.611 -18.087  -1.573
C: -2.359 -17.231 -17.458  0.833
C: -1.852 -17.179 -15.978  -0.794
O: -0.521 -17.642 -15.932  -0.349
C: -0.034 -17.780 -14.601  -0.729
N: -1.672 -16.339 -18.338  -0.344
H: -2.643 -18.669 -19.102  0.461
H: -2.971 -19.203 -17.524  0.409
H: -1.234 -18.987 -17.963  0.283
H: -3.401 -16.930 -17.355  -0.302
H: -2.489 -17.848 -15.399  0.395
H: -1.933 -16.193 -15.521  0.383
H: -0.651 -18.550 -14.138  0.305
H: -0.064 -16.842 -14.048  0.254
H: 1.012 -18.050 -14.746  0.257
H: -0.687 -16.563 -18.302  0.262
H: -1.889 -16.681 -19.263  0.315
C: -5.817 -14.803 -18.002  -1.132
C: -7.138 -14.077 -17.807  1.654
C: -8.476 -14.827 -18.076  -1.201
O: -8.511 -15.249 -19.469  0.660
C: -9.808 -15.745 -19.738  -0.556
N: -7.232 -13.468 -16.440  -0.730
H: -5.786 -15.184 -19.023  0.263
H: -5.799 -15.651 -17.317  -0.130
H: -5.016 -14.063 -17.981  0.373
H: -6.977 -13.311 -18.565  -0.264
H: -9.323 -14.222 -17.750  -0.419
H: -8.389 -15.669 -17.390  0.306
H: -9.880 -16.261 -20.695  -0.078
H: -10.574 -14.978 -19.624  -0.518
H: -10.101 -16.402 -18.919  0.655
H: -7.263 -14.233 -15.782  0.199
H: -6.412 -12.917 -16.230  0.374
C: -14.347 -18.180 -23.530  -1.449
C: -13.144 -18.724 -24.258  0.394
C: -11.810 -18.573 -23.548  -0.295
O: -11.841 -19.432 -22.460  -0.396
C: -10.661 -19.584 -21.669  -0.284
N: -13.280 -20.095 -24.656  -0.810
H: -14.151 -17.138 -23.274  0.252
H: -14.614 -18.700 -22.610  0.275
H: -15.208 -18.246 -24.196  0.406
H: -13.067 -18.267 -25.244  0.458
H: -11.756 -17.518 -23.280  0.089
H: -11.055 -18.893 -24.265  0.345
H: -10.859 -20.364 -20.934  0.405
H: -10.474 -18.643 -21.152  -0.109
H: -9.773 -19.928 -22.200  0.227
H: -12.466 -20.379 -25.183  0.279
H: -13.105 -20.623 -23.813  0.313
C: -10.961 -11.941 -17.572  -1.115
C: -12.160 -12.770 -18.015  0.989
C: -13.501 -12.327 -17.389  -1.147
O: -14.549 -13.234 -17.743  -0.383
C: -15.747 -13.167 -16.950  -0.863
N: -12.295 -12.622 -19.496  -0.432
H: -10.648 -12.275 -16.582  0.373
H: -11.060 -10.856 -17.547  0.527
H: -10.173 -12.099 -18.309  -0.384
H: -12.054 -13.807 -17.696  0.132
H: -13.706 -11.272 -17.572  0.401
H: -13.303 -12.368 -16.318  0.435
H: -16.283 -12.231 -17.100  0.318
H: -15.478 -13.214 -15.895  0.338
H: -16.419 -13.986 -17.207  0.263
H: -12.928 -13.320 -19.858  -0.010
H: -12.678 -11.706 -19.685  0.313
C: 1.115 -10.220 -14.029  -1.367
C: 0.455 -11.600 -14.133  0.708
C: -0.559 -11.604 -15.307  -1.027
O: -1.150 -12.899 -15.394  -0.268
C: -2.027 -12.989 -16.532  -0.544
N: 1.545 -12.460 -14.509  -0.728
H: 1.627 -9.933 -14.948  0.362
H: 1.930 -10.080 -13.319  0.355
H: 0.344 -9.467 -13.864  0.343
H: -0.098 -11.914 -13.248  0.280
H: -0.159 -11.476 -16.313  0.372
H: -1.384 -10.932 -15.070  0.357
H: -2.817 -12.238 -16.523  0.368
H: -2.480 -13.977 -16.454  -0.116
H: -1.518 -13.020 -17.496  0.363
H: 1.125 -13.244 -14.988  0.237
H: 1.938 -12.748 -13.624  0.257
C: -7.319 -18.907 -23.217  -1.767
C: -7.636 -17.632 -22.359  0.305
C: -7.006 -17.776 -20.959  0.682
O: -7.744 -18.713 -20.241  -0.423
C: -7.549 -18.770 -18.835  -0.510
N: -7.021 -16.547 -23.061  0.083
H: -7.773 -18.973 -24.206  0.417
H: -7.588 -19.804 -22.660  0.327
H: -6.243 -19.073 -23.275  0.445
H: -8.713 -17.467 -22.335  0.139
H: -7.079 -16.835 -20.414  -0.614
H: -5.949 -18.043 -20.981  0.753
H: -6.544 -19.061 -18.530  0.395
H: -8.240 -19.532 -18.475  0.412
H: -7.738 -17.839 -18.301  -0.132
H: -6.036 -16.709 -22.907  0.446
H: -7.206 -15.603 -22.751  -0.107
C: -13.448 -16.040 -19.977  -1.134
C: -14.890 -15.615 -20.284  0.454
C: -15.950 -16.279 -19.429  -0.741
O: -15.822 -17.681 -19.526  -0.277
C: -16.463 -18.307 -18.399  -0.845
N: -14.897 -14.182 -20.309  -0.673
H: -12.695 -15.585 -20.619  -0.159
H: -13.288 -17.090 -20.222  0.755
H: -13.299 -15.904 -18.906  0.282
H: -14.986 -16.000 -21.299  0.426
H: -16.974 -16.089 -19.751  0.456
H: -15.826 -15.935 -18.403  0.266
H: -16.021 -18.070 -17.432  0.318
H: -16.468 -19.389 -18.530  0.251
H: -17.504 -18.003 -18.293  0.326
H: -14.854 -13.847 -19.357  0.181
H: -15.819 -13.847 -20.550  0.403